DFT (the ωB97M-V functional and the def2-TZVPD basis) results for an isolated molecule of C3H3N3O2.

Geometry (Å):
C1 0.68 -1.19 1.26
C2 0.77 0.00 0.67
C3 -0.81 -0.15 -1.12
H1 0.40 -2.19 0.87
H2 0.85 -1.16 2.36
H3 1.06 0.93 1.18
N1 0.40 0.35 -0.62
N2 -0.92 2.04 -1.19
N3 -1.64 0.98 -1.34
O1 0.36 1.70 -0.87
O2 -1.15 -1.32 -1.19

**HOMO energy**: -9.94 eV
**SMILES string**: C=Cn1onnc1=O
**Frontier orbital gap**: 9.014 eV
**Max |F|**: 3.38 eV/A

natural (NBO) atomic charge list, values in e, 8 entries: atom 1 (C): -0.43, atom 2 (C): -0.06, atom 3 (C): 0.69, atom 4 (H): 0.24, atom 5 (H): 0.22, atom 6 (H): 0.22, atom 7 (N): -0.17, atom 8 (N): 0.20